Record 1
Below is a cluster of 16 separate species, C32H96O16 in total in a non-equilibrium geometry, with properties calculated with ωB97M-V/def2-TZVPD.

```
144
Properties=species:S:1:pos:R:3:mulliken_charge:R:1
C 20.525 1.165 8.915 0.16
C 20.690 1.157 10.422 -0.73
O 22.057 1.043 10.741 -0.42
H 21.211 1.919 8.531 0.17
H 19.565 1.540 8.560 0.43
H 20.771 0.202 8.467 -0.47
H 20.245 0.254 10.840 0.25
H 20.088 1.917 10.920 0.45
H 22.141 1.146 11.692 0.21
C 23.485 -3.858 1.281 -1.38
C 24.308 -3.803 2.541 1.10
O 24.081 -4.985 3.266 -0.66
H 23.648 -2.980 0.655 0.30
H 22.434 -3.927 1.562 0.21
H 23.731 -4.766 0.732 0.43
H 23.975 -2.938 3.115 -0.49
H 25.361 -3.736 2.265 0.18
H 24.242 -4.754 4.184 0.04
C 27.537 -1.268 3.735 -1.41
C 27.573 -0.695 5.109 1.70
O 28.890 -0.583 5.598 -0.72
H 26.523 -1.264 3.336 0.13
H 27.825 -2.319 3.745 0.42
H 28.213 -0.762 3.046 0.41
H 27.133 -1.388 5.826 -0.59
H 27.004 0.225 5.245 -0.28
H 28.903 -0.445 6.548 0.43
C 25.399 3.883 7.882 -1.23
C 24.121 3.065 8.315 0.75
O 24.040 3.009 9.751 -0.65
H 25.336 4.898 8.273 0.39
H 25.494 3.993 6.802 0.32
H 26.283 3.382 8.277 0.20
H 24.225 2.080 7.861 -0.47
H 23.242 3.520 7.860 0.35
H 23.480 2.253 9.941 0.33
C 19.930 2.009 3.407 -0.82
C 20.169 2.508 4.886 -0.18
O 19.248 1.914 5.711 -0.48
H 20.729 2.487 2.840 0.35
H 19.000 2.406 3.002 0.44
H 19.900 0.920 3.366 -0.11
H 20.055 3.592 4.884 0.54
H 21.154 2.268 5.287 -0.09
H 19.025 2.574 6.371 0.18
C 24.118 2.835 3.391 -1.19
C 25.369 2.360 4.183 1.06
O 26.230 3.511 4.189 -0.65
H 24.375 3.242 2.413 0.47
H 23.505 3.558 3.928 0.32
H 23.483 1.981 3.154 0.02
H 25.880 1.501 3.749 0.15
H 25.040 2.227 5.214 -0.47
H 27.129 3.180 4.255 0.33
C 23.075 -0.319 1.222 -0.12
C 24.059 0.470 0.371 -0.58
O 24.933 -0.413 -0.222 -0.50
H 22.328 0.344 1.657 0.09
H 23.557 -0.887 2.018 -0.29
H 22.427 -0.959 0.623 0.52
H 24.590 1.237 0.935 0.26
H 23.473 1.100 -0.298 0.30
H 25.757 0.057 -0.371 0.33
C 22.479 -4.919 7.788 -0.17
C 22.609 -6.378 7.335 -0.30
O 22.926 -7.106 8.451 -0.56
H 22.232 -4.309 6.919 -0.32
H 23.379 -4.474 8.212 0.30
H 21.594 -4.656 8.367 0.33
H 23.320 -6.517 6.521 0.14
H 21.696 -6.730 6.854 0.17
H 23.397 -7.880 8.134 0.35
C 26.193 -5.705 5.951 -1.23
C 26.182 -4.150 5.874 0.06
O 24.814 -3.813 5.859 0.84
H 25.561 -6.053 5.135 0.22
H 25.811 -5.995 6.930 0.31
H 27.190 -6.106 5.769 0.40
H 26.500 -3.732 4.919 -0.06
H 26.642 -3.642 6.721 0.37
H 24.724 -2.863 5.961 -0.29
C 23.180 -2.578 10.271 -1.36
C 24.182 -1.677 9.585 -0.16
O 23.570 -0.566 8.962 -0.07
H 22.594 -2.081 11.044 0.38
H 23.647 -3.418 10.786 0.47
H 22.453 -2.898 9.525 -0.02
H 24.859 -2.204 8.913 0.27
H 24.874 -1.239 10.304 0.41
H 23.222 0.012 9.645 -0.01
C 19.039 -5.398 6.730 -1.49
C 19.581 -4.307 5.803 1.39
O 18.951 -4.556 4.557 -0.55
H 19.249 -6.415 6.398 0.41
H 18.004 -5.318 7.062 0.37
H 19.477 -5.293 7.723 0.27
H 20.648 -4.439 5.620 -0.27
H 19.364 -3.284 6.111 -0.51
H 19.127 -5.485 4.391 0.37
C 19.375 -2.698 10.402 -1.13
C 18.909 -2.380 8.969 0.97
O 18.122 -1.229 8.945 -0.58
H 19.567 -3.763 10.529 0.40
H 18.562 -2.521 11.107 0.39
H 20.233 -2.091 10.690 -0.15
H 18.383 -3.264 8.608 0.25
H 19.772 -2.297 8.307 -0.50
H 18.264 -0.778 8.110 0.48
C 26.754 0.543 8.369 0.19
C 28.073 0.441 9.259 -0.69
O 29.130 0.114 8.343 -0.51
H 25.875 0.868 8.926 0.29
H 26.580 -0.445 7.943 -0.30
H 26.885 1.281 7.577 0.17
H 27.969 -0.353 9.999 0.25
H 28.308 1.365 9.788 0.41
H 29.975 0.419 8.683 0.27
C 22.080 -0.972 5.511 -0.37
C 23.409 -0.332 5.398 -0.30
O 24.361 -0.967 6.216 0.95
H 21.736 -1.124 6.534 -0.03
H 22.089 -1.966 5.063 0.01
H 21.322 -0.479 4.902 -0.03
H 23.329 0.699 5.742 -0.09
H 23.752 -0.293 4.364 0.00
H 23.940 -0.934 7.078 -0.75
C 19.510 -1.952 1.918 -0.25
C 18.214 -1.345 1.504 0.06
O 18.641 -0.306 0.610 -0.56
H 20.134 -1.125 2.256 -0.29
H 19.983 -2.489 1.095 0.47
H 19.338 -2.709 2.683 0.04
H 17.704 -0.820 2.311 -0.09
H 17.580 -2.086 1.018 0.37
H 18.048 0.442 0.708 0.30
C 16.498 -0.175 4.867 -1.46
C 17.668 -1.021 5.395 0.33
O 18.156 -0.299 6.464 -0.41
H 16.126 -0.570 3.922 0.42
H 16.856 0.832 4.651 0.25
H 15.691 -0.121 5.598 0.36
H 18.462 -1.165 4.664 -0.15
H 17.362 -2.024 5.694 0.44
H 18.528 0.528 6.149 0.37
```

Kohn-Sham gap ... 9.7 eV
LUMO energy ... 0.2 eV
Relative energy (zero: lowest compared OMol25 entry of this formula, charge and spin) ... 75.08 kcal/mol

***

Record 2
Below is a cluster of 16 separate species, C32H98N10O16 in total in a non-equilibrium geometry, with properties calculated with ωB97M-V/def2-TZVPD.

```
156
Properties=species:S:1:pos:R:3:mulliken_charge:R:1
C 23.177 -28.568 15.147 -0.90
C 23.898 -28.024 16.329 1.06
C 24.744 -29.093 17.061 -0.90
O 23.895 -30.257 17.419 0.79
C 24.651 -31.435 17.841 0.35
N 24.712 -26.952 15.882 1.70
H 23.811 -28.985 14.365 -0.16
H 22.586 -27.720 14.800 0.58
H 22.423 -29.286 15.472 -0.37
H 23.174 -27.569 17.004 0.71
H 25.197 -28.713 17.977 0.17
H 25.484 -29.507 16.375 0.62
H 25.061 -32.055 17.044 0.17
H 23.935 -32.039 18.398 -0.43
H 25.464 -31.070 18.469 0.01
H 23.998 -26.298 15.595 -0.38
H 25.069 -26.570 16.747 -1.27
C 20.449 -28.775 11.689 -1.68
C 20.574 -27.282 11.678 1.71
C 20.737 -26.610 10.304 -1.05
O 20.916 -25.181 10.524 -0.47
C 21.102 -24.556 9.287 -0.95
N 19.367 -26.824 12.231 -0.78
H 21.464 -29.166 11.754 0.33
H 19.854 -29.202 10.882 0.39
H 19.864 -29.109 12.546 0.44
H 21.355 -26.913 12.344 -0.54
H 19.975 -26.788 9.545 0.44
H 21.606 -27.076 9.840 0.40
H 20.250 -24.579 8.607 0.28
H 22.043 -24.868 8.834 0.38
H 21.251 -23.501 9.515 0.31
H 19.424 -25.840 12.008 0.30
H 18.546 -27.155 11.743 0.28
C 27.240 -29.178 11.853 -1.55
C 26.256 -28.394 12.759 0.35
O 26.781 -28.253 14.071 -0.48
H 26.915 -29.377 10.832 0.38
H 27.585 -30.145 12.221 0.21
H 28.152 -28.600 11.704 0.43
H 25.214 -28.710 12.728 0.14
H 26.296 -27.401 12.312 0.14
H 26.108 -27.787 14.573 -0.20
C 28.503 -31.700 19.467 -0.55
C 28.107 -30.406 20.250 0.37
O 27.540 -30.685 21.493 -0.62
H 27.722 -32.447 19.324 -0.35
H 29.311 -32.231 19.971 0.42
H 29.005 -31.514 18.518 0.44
H 27.376 -29.885 19.633 -0.45
H 28.957 -29.729 20.336 0.41
H 26.926 -31.405 21.328 0.51
C 27.230 -24.169 15.331 -0.30
C 28.733 -24.021 15.747 -0.47
O 29.326 -23.646 14.525 -0.52
H 26.772 -23.231 15.015 0.53
H 26.608 -24.475 16.173 0.07
H 27.132 -24.905 14.534 -0.01
H 29.173 -24.941 16.132 0.17
H 28.869 -23.292 16.546 0.36
H 30.254 -23.452 14.676 0.29
C 25.040 -24.164 12.603 -1.00
C 23.893 -24.646 11.685 -0.14
O 22.707 -24.327 12.311 -0.57
H 24.975 -23.195 13.098 0.39
H 25.981 -24.083 12.058 0.47
H 25.271 -24.910 13.364 -0.18
H 23.926 -25.714 11.469 0.19
H 23.867 -24.107 10.738 0.33
H 21.991 -24.546 11.710 0.51
C 25.242 -33.501 23.252 -1.44
C 24.950 -33.485 21.760 0.37
O 26.014 -32.959 21.018 -0.30
H 26.136 -34.084 23.474 0.36
H 24.458 -34.044 23.780 0.42
H 25.308 -32.460 23.566 0.28
H 24.097 -32.825 21.607 -0.13
H 24.646 -34.502 21.512 0.33
H 26.005 -33.408 20.170 -0.13
C 24.335 -29.366 21.037 -0.53
C 22.880 -29.766 20.729 -0.02
O 22.594 -29.289 19.415 -0.68
H 24.430 -28.315 20.762 0.16
H 25.039 -29.800 20.327 -0.14
H 24.718 -29.495 22.049 0.46
H 22.100 -29.416 21.404 0.42
H 22.857 -30.855 20.707 -0.19
H 23.282 -29.647 18.850 -0.05
C 20.942 -31.703 15.846 -1.13
C 20.494 -32.396 17.136 -0.06
O 21.174 -31.840 18.256 -0.65
H 22.000 -31.734 15.587 0.09
H 20.660 -30.651 15.875 0.33
H 20.423 -32.143 14.994 0.56
H 20.630 -33.477 17.112 0.26
H 19.425 -32.288 17.319 0.25
H 21.665 -31.072 17.956 0.28
C 25.413 -32.390 13.157 -1.50
C 24.544 -33.459 13.755 0.31
O 25.445 -34.181 14.489 -0.63
H 24.785 -31.777 12.511 0.48
H 26.231 -32.771 12.545 0.48
H 25.769 -31.742 13.958 0.30
H 24.043 -34.074 13.008 0.42
H 23.880 -32.967 14.466 -0.25
H 24.983 -34.793 15.067 0.25
C 21.963 -23.253 16.293 -1.50
C 23.358 -23.412 15.778 0.33
O 23.427 -24.587 14.994 -0.35
H 21.273 -22.742 15.621 0.37
H 21.950 -22.633 17.189 0.38
H 21.468 -24.188 16.552 0.28
H 24.065 -23.439 16.607 -0.06
H 23.612 -22.537 15.180 0.32
H 23.057 -24.394 14.129 0.08
C 23.989 -22.997 19.548 -1.08
C 25.056 -24.166 19.573 -0.42
O 25.173 -24.703 18.338 -0.29
H 24.358 -22.179 18.929 0.25
H 23.702 -22.618 20.529 0.45
H 23.070 -23.414 19.136 0.16
H 24.874 -24.928 20.332 0.30
H 26.021 -23.789 19.910 0.38
H 25.602 -25.560 18.375 -0.12
C 28.435 -32.993 15.730 0.49
O 29.526 -32.918 16.248 -0.73
N 28.206 -32.848 14.415 -0.31
N 27.287 -33.172 16.320 0.31
H 27.301 -33.075 14.029 0.23
H 28.989 -32.504 13.877 0.20
H 27.189 -33.527 17.260 -0.13
H 26.458 -33.369 15.777 0.16
C 21.544 -35.413 19.022 0.76
O 21.560 -35.759 17.875 -0.67
N 21.896 -34.247 19.384 0.03
N 20.957 -36.089 19.966 -0.49
H 21.710 -34.048 20.357 0.09
H 21.967 -33.495 18.714 -0.14
H 20.754 -37.011 19.607 0.27
H 20.865 -35.702 20.894 0.17
C 27.897 -27.130 18.038 0.80
O 26.835 -27.057 18.601 -0.81
N 28.082 -27.481 16.761 -0.06
N 29.021 -26.781 18.530 -0.39
H 28.948 -27.674 16.278 0.23
H 27.264 -27.724 16.220 -0.08
H 28.953 -26.307 19.419 0.29
H 29.870 -26.908 17.998 0.15
C 25.957 -35.478 18.713 0.68
O 26.082 -34.281 18.571 -0.66
N 26.848 -36.361 18.431 -0.44
N 24.826 -36.099 19.021 -0.32
H 27.784 -36.066 18.194 0.26
H 26.628 -37.341 18.539 0.15
H 24.786 -37.092 19.205 0.16
H 24.008 -35.514 18.924 0.06
```

Kohn-Sham gap ... 9.1 eV
LUMO energy ... 0.2 eV

***

Record 3
Below is a cluster of 14 separate species, C32H98N6O14 in total in a non-equilibrium geometry, with properties calculated with ωB97M-V/def2-TZVPD.

```
150
Properties=species:S:1:pos:R:3:mulliken_charge:R:1
C 0.058 -1.525 -4.688 -0.27
O -0.696 -0.368 -4.581 -0.61
H -0.516 -2.346 -4.259 0.11
H 0.348 -1.719 -5.721 0.31
H 0.921 -1.389 -4.036 0.02
H -0.807 -0.059 -3.679 0.38
C -2.678 3.774 0.026 -0.30
O -3.901 4.187 0.478 -0.66
H -2.740 3.116 -0.841 0.05
H -2.118 4.702 -0.087 0.37
H -2.098 3.313 0.825 0.15
H -4.438 3.392 0.455 0.45
C 1.115 1.733 3.546 -0.44
O 2.382 1.427 3.077 -0.41
H 1.083 2.235 4.513 0.39
H 0.675 2.487 2.894 0.21
H 0.502 0.832 3.529 -0.08
H 2.918 2.122 3.466 0.22
C 4.156 0.886 -2.302 -0.19
O 5.257 0.958 -1.453 -0.60
H 4.349 1.117 -3.349 0.05
H 3.749 -0.125 -2.306 0.38
H 3.338 1.467 -1.876 -0.06
H 5.056 0.590 -0.590 0.32
C -4.063 -2.538 -3.819 -0.31
O -4.400 -3.120 -2.624 -0.47
H -4.606 -1.597 -3.904 0.18
H -2.995 -2.325 -3.769 0.04
H -4.346 -3.044 -4.742 0.33
H -5.358 -3.085 -2.575 0.25
C -2.095 -3.686 0.127 0.31
O -2.159 -4.393 -1.084 -0.63
H -2.921 -3.938 0.792 0.42
H -1.159 -3.973 0.607 -0.29
H -2.101 -2.625 -0.123 -0.15
H -2.878 -4.079 -1.637 0.30
C 4.996 4.264 0.371 -0.60
O 5.655 3.343 1.179 -0.55
H 5.571 5.169 0.176 0.40
H 4.986 3.844 -0.635 0.25
H 3.949 4.472 0.590 0.14
H 6.600 3.489 1.090 0.28
C 1.739 -2.477 0.446 -0.85
O 0.599 -2.532 -0.344 -0.60
H 1.899 -3.336 1.098 0.32
H 2.632 -2.455 -0.179 0.43
H 1.582 -1.614 1.092 0.19
H 0.512 -3.450 -0.611 0.25
C -5.136 0.784 -1.371 -1.18
C -6.199 1.654 -0.623 0.30
C -7.569 0.940 -0.484 -0.22
O -8.070 0.468 -1.711 -0.32
C -9.271 -0.242 -1.440 -0.78
N -5.523 2.080 0.639 -0.30
H -4.195 1.323 -1.479 0.22
H -5.441 0.471 -2.369 0.51
H -4.957 -0.144 -0.828 0.00
H -6.255 2.566 -1.218 0.33
H -8.280 1.660 -0.079 0.44
H -7.483 0.142 0.254 -0.04
H -9.263 -0.864 -0.545 0.28
H -9.663 -0.829 -2.270 0.29
H -10.032 0.487 -1.163 0.34
H -5.225 1.328 1.244 -0.19
H -6.336 2.362 1.167 0.28
C 0.662 -2.777 4.232 -1.50
C -0.399 -3.545 3.504 2.40
C -0.184 -5.097 3.436 -1.21
O -0.269 -5.694 4.684 -0.39
C 0.222 -7.044 4.616 -0.82
N -1.678 -3.247 4.132 -0.62
H 0.567 -2.912 5.309 0.43
H 0.504 -1.712 4.058 0.14
H 1.648 -3.055 3.859 0.34
H -0.359 -3.173 2.480 -1.47
H 0.719 -5.399 2.906 0.58
H -0.962 -5.612 2.872 0.50
H -0.046 -7.461 5.587 0.28
H 1.284 -7.247 4.474 0.31
H -0.310 -7.586 3.835 0.33
H -2.414 -3.776 3.687 0.29
H -1.753 -3.652 5.054 0.26
C -1.394 0.134 0.707 0.50
C -1.034 0.555 -0.752 0.54
C 0.419 1.242 -0.793 -0.99
O 0.408 2.557 -0.234 -0.32
C 1.690 3.127 -0.111 -0.47
N -1.017 -0.630 -1.628 -0.17
H -0.864 -0.750 1.062 -0.25
H -2.457 -0.101 0.658 -0.72
H -1.368 0.931 1.450 0.66
H -1.792 1.189 -1.213 0.03
H 0.727 1.315 -1.836 0.21
H 1.163 0.614 -0.303 0.28
H 1.580 4.133 0.295 0.42
H 2.153 3.150 -1.098 0.02
H 2.322 2.607 0.608 0.27
H -1.928 -1.056 -1.532 -0.20
H -0.377 -1.314 -1.251 0.36
C 5.355 -1.669 1.952 -1.63
C 5.908 -0.228 1.709 0.75
C 7.069 -0.168 0.712 -1.00
O 8.229 -0.780 1.357 -0.36
C 9.372 -0.705 0.546 -0.78
N 4.822 0.534 1.221 -0.02
H 5.029 -2.204 1.060 0.24
H 4.618 -1.678 2.755 0.37
H 6.225 -2.218 2.313 0.50
H 6.230 0.216 2.651 0.41
H 7.288 0.893 0.586 0.34
H 6.790 -0.499 -0.288 0.55
H 9.163 -1.209 -0.398 0.33
H 10.298 -1.007 1.036 0.27
H 9.537 0.318 0.207 0.30
H 5.140 1.492 1.186 0.17
H 4.073 0.592 1.896 -0.10
C -4.049 1.260 3.448 -1.49
C -3.984 -0.249 3.705 0.50
C -4.574 -1.171 2.648 0.04
O -5.934 -0.930 2.359 -0.51
C -6.371 -1.980 1.448 -0.65
N -2.533 -0.586 3.853 -0.58
H -3.449 1.790 4.188 0.42
H -5.048 1.692 3.406 0.38
H -3.540 1.495 2.513 0.16
H -4.557 -0.432 4.614 0.44
H -4.329 -2.175 2.996 0.53
H -4.080 -1.049 1.685 -0.14
H -5.651 -2.127 0.643 0.16
H -7.352 -1.862 0.987 0.23
H -6.378 -2.871 2.076 0.40
H -2.384 -1.579 3.955 0.33
H -2.168 -0.376 2.935 0.06
C 5.699 5.368 -5.166 -1.61
C 4.349 4.847 -4.614 0.31
C 3.822 3.578 -5.361 -0.65
O 2.577 3.308 -4.720 -0.32
C 1.966 2.122 -5.196 -0.70
N 4.497 4.435 -3.265 -0.39
H 6.499 4.641 -5.304 0.35
H 6.072 6.188 -4.551 0.40
H 5.511 5.796 -6.150 0.42
H 3.577 5.617 -4.633 0.30
H 4.473 2.706 -5.305 0.34
H 3.681 3.875 -6.400 0.44
H 1.900 1.999 -6.277 0.39
H 0.962 1.925 -4.822 0.22
H 2.668 1.336 -4.916 0.21
H 5.241 3.757 -3.188 0.22
H 3.622 3.949 -3.129 0.06
```

Kohn-Sham gap ... 9.1 eV
LUMO energy ... 0.3 eV
Relative energy (zero: lowest compared OMol25 entry of this formula, charge and spin) ... 129.77 kcal/mol

***

- Among the records above, which one has the highest LUMO energy?
  C32H98N6O14

***

- Which value of Kohn-Sham gap does entry 1 give?
  9.7 eV